No. 1
The following is a DFT calculation (ωB97M-V/def2-TZVPD) of a gas-phase ion, C3H12NOSi (charge +1) in a non-equilibrium geometry.

XYZ file:
```
18
Properties=species:S:1:pos:R:3:lowdin_charge:R:1
C -2.13268 -0.64469 -0.99979 -0.0767
C 1.43922 -1.68173 0.87240 -0.1767
C 1.05260 1.44756 -0.08484 -0.3099
N -0.10111 1.82808 0.75237 -0.0519
O -1.13585 -0.43503 -0.00923 -0.2114
Si 0.94635 -0.43808 -0.45494 0.9366
H -3.11103 -0.43936 -0.56907 0.1050
H -2.08754 -1.69035 -1.29567 0.1009
H -1.97781 -0.01117 -1.87509 0.0975
H 1.36459 -2.70312 0.50122 0.0430
H 2.46272 -1.53893 1.21350 0.0413
H 0.78595 -1.60800 1.74460 0.0481
H 2.01177 1.72086 0.37094 0.0860
H 0.99122 2.00948 -1.02124 0.0878
H -1.16398 0.50665 0.34593 0.0717
H 0.10831 1.68015 1.73102 0.0996
H -0.31708 2.81320 0.63829 0.1058
H 0.86436 -0.81551 -1.86040 0.0032
```

Kohn-Sham gap: 10.7 eV
Total charge: +1

=====

No. 2
The following is a DFT calculation (ωB97M-V/def2-TZVPD) of a molecular structure, C28H20BrN2PRuSe2.

XYZ file:
```
55
Properties=species:S:1:pos:R:3:lowdin_charge:R:1
Ru 0.39386 0.78207 -0.43828 1.1130
Br 1.37698 3.62520 -0.56900 0.8570
C -0.36681 4.31534 -0.25999 -0.5872
C -0.51682 5.65757 -0.07966 -0.1044
C -1.81043 6.17778 0.12466 -0.0502
C -2.89098 5.34327 0.12422 -0.0130
C -2.73380 3.95140 -0.07440 -0.1571
C -3.86157 3.09038 -0.10289 -0.0031
C -3.71991 1.75319 -0.32947 -0.0565
C -2.43160 1.21085 -0.52337 -0.1402
C -1.29256 1.99352 -0.44978 -0.2609
C -1.44239 3.40079 -0.26120 -0.2393
H 0.34136 6.31453 -0.09895 0.1088
H -1.93665 7.24140 0.27144 0.1161
H -3.88839 5.73835 0.26967 0.1219
H -4.84475 3.52271 0.03680 0.1239
H -4.58752 1.10870 -0.37808 0.1132
H -2.35459 0.15068 -0.73886 0.0603
Se 0.17748 -1.10445 -2.08231 0.4068
P 0.72581 -2.52411 -0.41349 0.1451
Se 2.76508 -2.85815 -0.10733 0.3485
C -0.04985 -1.58280 0.96235 -0.4439
C -1.40778 -1.67543 1.26358 -0.0754
C -1.96145 -0.85223 2.23414 -0.0498
C -1.18454 0.09523 2.88854 -0.0535
C 0.17114 0.19175 2.60620 -0.0754
C 0.74839 -0.66106 1.66104 -0.2296
C -0.28964 -3.99774 -0.63779 -0.4215
C 0.10805 -5.15556 0.03057 -0.0950
C -0.66232 -6.30242 -0.06788 -0.0579
C -1.81782 -6.30265 -0.83697 -0.0586
C -2.20896 -5.15472 -1.51078 -0.0642
C -1.44794 -3.99968 -1.41216 -0.1249
H -2.02659 -2.39784 0.74557 0.1144
H -3.01262 -0.94354 2.47426 0.1212
H -1.63001 0.74364 3.63066 0.1188
H 0.79020 0.89515 3.14888 0.1145
H 1.82344 -0.70722 1.52293 0.0484
H 1.02434 -5.15857 0.60674 0.0786
H -0.35200 -7.20145 0.44721 0.1135
H -2.41007 -7.20423 -0.92038 0.1127
H -3.10128 -5.15982 -2.12213 0.1117
H -1.75014 -3.11006 -1.94939 0.0594
N 5.97920 -0.82507 -3.56574 0.1963
C 5.44680 -0.38138 -2.65102 -0.1584
C 4.78198 0.18384 -1.50956 -0.1957
C 5.49382 0.63804 -0.40912 0.0285
C 4.78928 1.17477 0.65689 -0.0119
C 3.41419 1.24047 0.57791 -0.1834
N 2.72186 0.78512 -0.47716 -0.1042
C 3.39434 0.25992 -1.50060 -0.1433
H 6.57313 0.57208 -0.39314 0.1376
H 5.29809 1.54492 1.53485 0.1228
H 2.83592 1.67771 1.38273 0.0970
H 2.81705 -0.12021 -2.33094 0.0689
```

Kohn-Sham gap (alpha / beta): 7.8 / 5.6 eV
Multiplicity: 6
Total charge: +1

=====

It is found that the relative energy (zero: lowest compared OMol25 entry of this formula, charge and spin) values, taken in the order of the records, are 54.7 2.2 kJ/mol.